The following is a quantum chemistry calculation of C13H18N4O2 in the gas phase, from the Open Molecules 2025 dataset.

Atoms and positions in Å:
N1 -1.54411 0.75484 -1.40703
C1 -0.76433 0.83836 -2.50530
O1 -1.07979 0.27446 -3.53306
C2 0.50585 1.69276 -2.44675
C3 1.58787 0.95897 -3.24844
C4 1.87612 -0.39668 -2.58906
N2 1.53097 -0.34585 -1.17741
C5 1.91078 -1.52882 -0.43750
C6 1.16461 -1.59086 0.89468
O2 1.59313 -2.15443 1.87417
N3 -0.02542 -0.93144 0.81564
C7 -0.86939 -0.53003 1.83486
N4 -1.69743 0.45570 1.48901
C8 -2.54856 0.90961 2.39505
C9 -2.61682 0.42033 3.68680
C10 -1.74321 -0.59880 4.04615
C11 -0.85240 -1.09135 3.11267
H1 -0.15358 -1.87661 3.34509
H2 -1.76066 -1.00721 5.04574
H3 -3.32725 0.82263 4.39087
H4 -3.19915 1.70664 2.05847
H5 -0.20035 -0.49494 -0.08989
H6 2.99144 -1.59994 -0.23237
H7 1.62471 -2.41110 -1.01896
C12 1.99510 0.89645 -0.58284
C13 1.08022 2.03316 -1.06620
H8 0.28862 2.21959 -0.34056
H9 1.66353 2.95240 -1.14542
H10 3.04208 1.09974 -0.86060
H11 1.95854 0.81682 0.50544
H12 2.93568 -0.66640 -2.73859
H13 1.25720 -1.17099 -3.04948
H14 1.24425 0.79917 -4.26896
H15 2.48800 1.57447 -3.27860
H16 0.24580 2.62174 -2.96719
H17 -1.38368 1.18137 -0.50701
H18 -2.38873 0.21306 -1.49867

Cartesian forces (eV/Å) of the 3 atoms listed first:
N -0.2607 0.1024 0.1878
C 0.0883 0.3467 0.2369
O 0.0324 -0.2236 -0.4605

## Properties
SMILES: NC(=O)C1CCN(CC(=O)Nc2ccccn2)CC1
Energy, eV: -23830.0139
Relative energy (zero: lowest compared OMol25 entry of this formula, charge and spin), kJ/mol: 0.00


The following is a quantum chemistry calculation of C13H18O2 in the gas phase at a distorted geometry, from the Open Molecules 2025 dataset.

Atoms and positions in Å:
C1 1.46336 3.14744 0.21441
C2 2.08021 -2.80165 0.77145
C3 1.24182 1.98109 0.29411
C4 1.94529 -1.70781 0.25815
C5 -3.13532 -0.71199 0.16448
C6 -2.98726 0.80253 0.22179
C7 -2.14055 -1.28413 -0.85538
C8 -1.48717 1.15041 0.58404
C9 -0.80360 -1.25534 -0.15522
C10 -0.41168 0.26321 -0.02219
C11 3.52577 0.05346 0.35886
C12 1.01343 0.58940 0.57176
C13 2.16246 -0.36791 -0.13468
O1 -0.24831 0.69111 -1.43269
O2 2.09255 -0.26781 -1.56931
H1 1.56507 4.12094 -0.11702
H2 1.84389 -3.75134 1.16277
H3 -3.00523 -1.03011 1.12057
H4 -4.26898 -0.87095 -0.09746
H5 -3.13016 1.16786 -0.83612
H6 -3.57439 1.35800 0.87676
H7 -2.52315 -2.38508 -1.06595
H8 -2.26984 -0.76922 -1.84255
H9 -1.15517 2.10927 0.40732
H10 -1.28665 0.97002 1.61054
H11 -0.70066 -1.62473 0.76834
H12 -0.11772 -1.68982 -0.73156
H13 3.95734 1.03827 -0.05687
H14 4.33615 -0.60799 0.05039
H15 3.66469 -0.07720 1.34599
H16 0.87208 0.22948 1.68805
H17 0.19807 1.51483 -1.55622
H18 1.28367 0.01574 -1.99658

Cartesian forces (eV/Å) of the 3 atoms listed first:
C -0.1431 -0.1048 -0.5730
C -0.9219 1.4478 -0.8360
C 0.6638 -0.6687 1.5920

## Properties
SMILES: C#C[C@@H](C1(O)CCCCC1)[C@](C)(O)C#C
Energy, eV: -17861.6602
Relative energy (zero: lowest compared OMol25 entry of this formula, charge and spin), kJ/mol: 625.96


The following is a quantum chemistry calculation of C13H18Si in the gas phase at a distorted geometry, from the Open Molecules 2025 dataset.

Atoms and positions in Å:
C1 1.99115 1.11172 -2.37087
C2 2.34624 1.37760 -1.02395
C3 -0.09913 0.27970 -1.59415
C4 0.28856 0.61397 -0.26715
C5 0.77737 0.52209 -2.65178
C6 1.47444 1.16750 0.09534
C7 -1.43037 -0.24117 -1.61734
C8 -1.92393 -0.25686 -0.39279
C9 -0.94041 0.32614 0.60845
C10 0.28451 0.20963 -3.98834
C11 1.69249 1.51307 1.47672
C12 0.60006 -1.94216 2.15571
C13 -2.54748 -1.38992 2.60283
Si1 -0.86372 -0.62600 2.29501
H1 2.69955 1.20452 -3.16488
H2 3.43178 1.59213 -0.66893
H3 -1.88785 -0.52954 -2.52312
H4 -3.02496 -0.44614 -0.10652
H5 -1.35259 1.17382 1.15125
H6 0.57551 0.72739 -4.93027
H7 0.34683 -0.85102 -4.23616
H8 -0.83664 0.59447 -3.88638
H9 2.59370 2.15876 1.66601
H10 0.83815 2.17848 1.73214
H11 1.84828 0.66737 2.22100
H12 1.33048 -1.31714 1.58960
H13 1.14459 -2.33907 3.02041
H14 0.23184 -2.76338 1.48871
H15 -2.51933 -2.43288 2.97394
H16 -3.39976 -0.87001 3.10321
H17 -3.08432 -1.43747 1.64277
H18 -0.58504 0.02440 3.59954

Cartesian forces (eV/Å) of the 3 atoms listed first:
C 0.5229 -0.3816 2.0280
C 1.7430 -0.1511 1.6097
C 2.0081 0.6180 0.8355

## Properties
SMILES: Cc1ccc(C)c2c1C=C[C@H]2[SiH](C)C
Energy, eV: -21649.1842
Relative energy (zero: lowest compared OMol25 entry of this formula, charge and spin), kJ/mol: 103.20


The following is a quantum chemistry calculation of C13H18Si in the gas phase at a distorted geometry, from the Open Molecules 2025 dataset.

Atoms and positions in Å:
C1 -2.51453 -2.75808 -0.98807
C2 -2.34612 -1.55127 -1.64920
C3 -1.50594 -3.11045 -0.14113
C4 -1.23769 -0.72903 -1.48435
C5 -0.37190 -2.30224 0.05023
C6 -0.31519 -1.06108 -0.54509
C7 1.65220 0.26734 -1.43357
C8 1.84628 0.85996 -2.55147
C9 2.27803 -0.60082 -0.49775
C10 0.80223 -0.18254 -0.37014
C11 0.71378 0.78421 2.95087
C12 -1.67646 1.30466 0.93432
C13 1.12971 2.95707 0.72775
Si1 0.24255 1.32861 1.21732
H1 -3.29897 -3.46897 -1.35943
H2 -3.14596 -1.18252 -2.26056
H3 -1.47105 -4.15087 0.19563
H4 -1.29297 0.31844 -1.80701
H5 0.52712 -2.68217 0.70204
H6 1.10392 1.33769 -3.06108
H7 2.79445 1.02761 -3.03001
H8 2.68929 -1.51028 -0.71905
H9 2.94334 -0.12827 0.26564
H10 -0.05136 0.51314 3.71810
H11 1.32560 -0.18670 2.93416
H12 1.36798 1.48697 3.37921
H13 -2.07969 1.96047 1.70075
H14 -1.98979 1.59512 -0.04364
H15 -1.94653 0.29095 1.19211
H16 1.88993 2.66272 0.01988
H17 0.40768 3.61016 0.31322
H18 1.53006 3.30015 1.64033

Cartesian forces (eV/Å) of the 3 atoms listed first:
C -0.4942 -0.0940 -1.5569
C -0.5454 0.7579 -0.3531
C 1.6390 -1.5387 0.4043

## Properties
SMILES: C=C1C[C@@]1(c1ccccc1)[Si](C)(C)C
Energy, eV: -21647.7799
Relative energy (zero: lowest compared OMol25 entry of this formula, charge and spin), kJ/mol: 238.69


The following is a quantum chemistry calculation of 2 unconnected molecules or ions with the total composition C13H19B at a distorted geometry, from the Open Molecules 2025 dataset.

Atoms and positions in Å:
B1 -0.35042 1.35661 -1.44355
C1 2.34374 -1.82800 1.92544
C2 0.72720 -0.16503 1.62050
C3 1.36607 -2.71512 2.09757
C4 -0.35677 -1.16166 1.78776
C5 2.07905 -0.55565 1.58930
C6 -0.01653 -2.48330 2.06762
C7 0.98349 1.08250 -1.97221
C8 -1.60270 1.87092 -1.12353
C9 -1.19134 -3.43517 2.16029
C10 1.67089 -0.09986 -1.84101
C11 1.59723 1.96731 -2.95316
C12 -1.95875 3.32787 -1.29398
C13 -2.59069 1.03043 -0.47551
H1 3.32823 -2.19795 2.04568
H2 0.48589 0.87314 1.55347
H3 1.68104 -3.78723 2.37785
H4 -1.47287 -0.87820 1.84364
H5 -1.10080 -4.21935 1.31680
H6 -1.22295 -3.93140 3.10858
H7 -2.17719 -2.83660 2.19552
H8 2.92166 0.03872 1.44126
H9 2.61110 -0.22917 -2.34404
H10 1.32034 -0.97120 -1.41229
H11 1.48967 3.02784 -2.58122
H12 1.22062 1.77293 -3.92576
H13 2.64064 1.68612 -2.97893
H14 -2.86129 3.47299 -1.82492
H15 -1.10377 3.89540 -1.77641
H16 -2.02440 3.62161 -0.21490
H17 -2.11852 0.62610 0.44558
H18 -2.86913 0.21741 -1.11493
H19 -3.44873 1.62700 -0.30052

Cartesian forces (eV/Å) of the 3 atoms listed first:
B -1.0591 1.2357 -0.0286
C 1.0247 -0.8511 -0.2250
C -1.1279 -1.7460 -0.0279

## Properties
SMILES: C=C(C)B=C(C)C.Cc1ccccc1
Energy, eV: -14461.3265
Relative energy (zero: lowest compared OMol25 entry of this formula, charge and spin), kJ/mol: 131.91


The following is a quantum chemistry calculation of a molecular structure, C13H19BN2O4S3 at a distorted geometry, from the Open Molecules 2025 dataset.

Atoms and positions in Å:
C1 6.16077 -0.58650 -2.07376
C2 4.69801 -0.26483 -2.42319
S1 4.59143 1.15362 -3.54344
C3 3.09850 2.07128 -3.01035
C4 2.06652 1.16376 -2.38302
C5 1.52486 0.12851 -3.08780
C6 0.57208 -0.75672 -2.50005
S2 0.05572 -2.07951 -3.57415
C7 0.15396 -0.60810 -1.19817
B1 -0.87024 -1.59122 -0.48340
O1 -0.68191 -1.92916 0.82863
O2 -1.95217 -2.10708 -1.15097
C8 0.71191 0.47722 -0.45198
N1 0.46330 0.78289 0.81755
S3 1.34585 2.06177 1.19596
N2 2.09928 2.31456 -0.20553
C9 1.67339 1.37611 -1.03441
H1 6.20530 -0.90453 -1.03929
H2 6.76435 0.30550 -2.18831
H3 6.54473 -1.37937 -2.70285
H4 4.23465 -1.11247 -2.91738
H5 4.15099 -0.11638 -1.49786
H6 2.67505 2.59780 -3.85758
H7 3.41794 2.80651 -2.28244
H8 1.84110 -0.01083 -4.10852
H9 -1.26509 -1.86546 -3.61024
H10 0.23407 -1.74898 1.06154
H11 -1.93342 -3.06837 -1.13818
O3 -6.43717 0.34379 5.08562
C10 -5.45160 0.45295 4.41095
O4 -5.44487 -0.08317 3.17666
C11 -4.38764 0.13413 2.23585
C12 -3.23392 -0.82547 2.43425
C13 -4.19841 1.11277 4.94227
H12 -4.06631 1.17704 2.25533
H13 -4.84153 -0.03450 1.26062
H14 -2.76705 -0.69505 3.41139
H15 -2.47706 -0.67387 1.67407
H16 -3.58606 -1.85540 2.37837
H17 -3.64524 0.38348 5.53194
H18 -4.49826 1.93402 5.58831
H19 -3.54582 1.51928 4.17358

Cartesian forces (eV/Å) of the 3 atoms listed first:
C -0.5118 0.1869 -0.1398
C 0.1479 -0.2986 0.1694
S -0.0204 0.2768 -0.3897

## Properties
Energy, eV: -58144.0382


Copy entry 2 word for word.
The following is a quantum chemistry calculation of C13H18O2 in the gas phase at a distorted geometry, from the Open Molecules 2025 dataset.

Atoms and positions in Å:
C1 1.46336 3.14744 0.21441
C2 2.08021 -2.80165 0.77145
C3 1.24182 1.98109 0.29411
C4 1.94529 -1.70781 0.25815
C5 -3.13532 -0.71199 0.16448
C6 -2.98726 0.80253 0.22179
C7 -2.14055 -1.28413 -0.85538
C8 -1.48717 1.15041 0.58404
C9 -0.80360 -1.25534 -0.15522
C10 -0.41168 0.26321 -0.02219
C11 3.52577 0.05346 0.35886
C12 1.01343 0.58940 0.57176
C13 2.16246 -0.36791 -0.13468
O1 -0.24831 0.69111 -1.43269
O2 2.09255 -0.26781 -1.56931
H1 1.56507 4.12094 -0.11702
H2 1.84389 -3.75134 1.16277
H3 -3.00523 -1.03011 1.12057
H4 -4.26898 -0.87095 -0.09746
H5 -3.13016 1.16786 -0.83612
H6 -3.57439 1.35800 0.87676
H7 -2.52315 -2.38508 -1.06595
H8 -2.26984 -0.76922 -1.84255
H9 -1.15517 2.10927 0.40732
H10 -1.28665 0.97002 1.61054
H11 -0.70066 -1.62473 0.76834
H12 -0.11772 -1.68982 -0.73156
H13 3.95734 1.03827 -0.05687
H14 4.33615 -0.60799 0.05039
H15 3.66469 -0.07720 1.34599
H16 0.87208 0.22948 1.68805
H17 0.19807 1.51483 -1.55622
H18 1.28367 0.01574 -1.99658

Cartesian forces (eV/Å) of the 3 atoms listed first:
C -0.1431 -0.1048 -0.5730
C -0.9219 1.4478 -0.8360
C 0.6638 -0.6687 1.5920

## Properties
SMILES: C#C[C@@H](C1(O)CCCCC1)[C@](C)(O)C#C
Energy, eV: -17861.6602
Relative energy (zero: lowest compared OMol25 entry of this formula, charge and spin), kJ/mol: 625.96


Among the records above, which one has the highest energy? C13H19B


Number 5 is which compound? C13H19B